100
Properties=species:S:1:pos:R:3 method="wB97M-V/def2-TZVPD" e_homo_ev=-10.6 homo_lumo_gap_ev=10.913 fmax_ev_per_a=3.16 charge=0 e_lumo_ev=0.351 de_lowest_kcal_mol=0.0 smiles="COC(=O)OC.COC(=O)OC.COC(=O)OC.COC(=O)OC.COC(=O)OC.COC(=O)OC.COC(=O)OC.ClCCCl.ClCCCl"
C -11.4247 -2.3720 7.1714
O -10.6160 -1.2356 6.8064
C -9.6663 -0.8524 7.6155
O -9.4491 -1.2707 8.7317
O -8.9292 0.0581 7.0165
C -7.7532 0.6148 7.5860
H -12.1048 -2.5569 6.3498
H -12.0644 -2.1402 8.0222
H -10.7919 -3.2286 7.3762
H -7.4284 1.3529 6.8573
H -7.0319 -0.1763 7.7840
H -7.9494 1.1758 8.5043
C -4.9062 -6.4303 12.0323
O -5.1095 -5.7299 10.8174
C -5.8455 -4.6257 10.8921
O -6.1747 -4.0673 11.9042
O -6.1053 -4.2342 9.6353
C -6.9878 -3.1032 9.5727
H -5.7775 -6.5015 12.6832
H -4.1453 -5.9433 12.6483
H -4.5658 -7.4257 11.7596
H -6.3686 -2.2632 9.9168
H -7.7818 -3.0858 10.3168
H -7.2824 -2.9353 8.5477
C -12.1250 -6.3378 6.6964
O -12.6588 -5.0780 6.3637
C -13.7352 -4.9784 5.5961
O -14.4098 -5.9547 5.3233
O -13.9829 -3.7346 5.2959
C -15.1586 -3.4590 4.5318
H -11.3542 -6.2240 7.4545
H -11.6570 -6.8010 5.8265
H -12.8972 -7.0043 7.0784
H -16.0453 -3.9204 4.9580
H -15.0273 -3.9451 3.5602
H -15.2191 -2.3937 4.3513
C -12.4776 1.3328 8.7571
O -12.1416 2.5003 8.0303
C -12.8931 3.0739 7.1076
O -13.9067 2.6315 6.6503
O -12.2592 4.1989 6.7960
C -12.7966 5.0574 5.7932
H -12.7777 1.6745 9.7419
H -11.6393 0.6378 8.7549
H -13.2515 0.7252 8.2800
H -13.4041 4.5444 5.0520
H -11.9190 5.5871 5.4305
H -13.4286 5.8174 6.2607
C -14.0103 -4.6009 10.2582
O -13.4766 -3.2869 10.1600
C -12.2436 -3.0404 10.6187
O -11.3565 -3.8541 10.6557
O -12.2127 -1.7626 10.9666
C -11.0816 -1.3190 11.7023
H -15.0902 -4.5055 10.1443
H -13.7870 -5.1117 11.1890
H -13.7114 -5.1406 9.3560
H -10.5800 -2.1413 12.2154
H -11.4327 -0.6243 12.4604
H -10.2968 -0.8729 11.0925
C -9.3584 3.3389 4.4468
O -8.6837 2.6061 3.4630
C -7.4636 2.1600 3.7871
O -6.8739 2.3601 4.8122
O -7.0433 1.4570 2.7627
C -5.7401 0.8858 2.8148
H -8.7016 4.0129 5.0081
H -9.7782 2.7440 5.2658
H -10.1709 3.9575 4.0755
H -5.6078 0.2946 3.7199
H -4.9353 1.6171 2.7918
H -5.7110 0.2403 1.9443
C -10.1425 -3.3650 3.1997
O -10.4049 -4.7655 3.3479
C -9.8064 -5.6759 2.5764
O -8.8382 -5.5004 1.8948
O -10.5030 -6.7941 2.7107
C -10.0539 -7.9532 2.0307
H -9.1825 -3.1234 2.7369
H -10.3025 -2.9158 4.1708
H -10.8380 -3.1017 2.3946
H -8.9613 -8.0070 2.0258
H -10.4016 -7.9158 1.0006
H -10.3586 -8.8429 2.5736
Cl -9.3132 6.5690 10.5721
C -8.7103 4.8833 10.6890
C -7.9674 4.4778 9.4408
Cl -8.8589 4.7381 7.9012
H -9.5836 4.2723 10.8972
H -8.0215 4.9192 11.5287
H -7.7747 3.4108 9.4742
H -7.1286 5.1523 9.2987
Cl -5.1247 0.8117 13.0876
C -5.7308 0.3394 11.4817
C -7.2339 0.1957 11.5178
Cl -8.0445 1.7851 11.8335
H -5.2200 -0.5544 11.1314
H -5.4016 1.1668 10.8547
H -7.5579 -0.4192 12.3536
H -7.6860 -0.1946 10.6070

=====

84
Properties=species:S:1:pos:R:3 method="wB97M-V/def2-TZVPD" e_homo_ev="-6.2 / -6.7" spin_multiplicity=3 homo_lumo_gap_ev="6.086 / 6.519" fmax_ev_per_a=6.50 charge=0 e_lumo_ev="-0.139 / -0.177"
W -0.4754 -0.0341 -0.2600
C -1.1841 -0.7288 -2.1690
C -0.2068 0.4038 -2.2787
C 1.0830 -0.0891 -1.7623
Si -0.5161 1.9557 -3.2820
C 0.9175 -1.3778 -1.2332
C -0.4849 -1.7992 -1.3767
Si -1.2051 -3.5041 -1.0585
H -2.2602 -0.7184 -2.4927
H 2.0529 0.3551 -2.0127
H 1.7488 -2.0621 -1.0272
Cl 0.5792 0.5333 1.5180
C -2.7558 -3.7937 -2.0546
C 0.0300 -4.8877 -1.3191
C -2.0551 1.8051 -4.3239
C 0.9581 2.4688 -4.3159
H 0.0956 -5.0801 -2.3991
H -0.3155 -5.8096 -0.8316
H 1.0346 -4.6483 -0.9463
H -3.4412 -2.9521 -1.8981
H -3.2669 -4.7202 -1.7578
H -2.5172 -3.8667 -3.1239
H 0.9932 1.8205 -5.2024
H 1.9177 2.3884 -3.7883
H 0.8308 3.5052 -4.6575
H -1.9066 1.0715 -5.1274
H -2.3226 2.7659 -4.7847
H -2.8866 1.4777 -3.6886
C -1.6866 -3.3790 0.7739
C -0.8530 3.2248 -1.9105
P -0.5005 -2.2736 1.6248
H -1.7021 -4.3833 1.2199
H -2.6784 -2.9128 0.8198
P 0.1411 2.7814 -0.4380
H -1.9135 3.1474 -1.6414
H -0.6089 4.2282 -2.2862
C -0.2230 4.1552 0.7774
C 1.9083 3.3607 -0.9227
C 1.0576 -3.3806 1.8282
C -1.0535 -2.3174 3.4120
C -1.8045 -1.0282 3.7788
H -0.1090 -2.3597 3.9723
C -1.9208 -3.5219 3.8108
H -2.8513 -3.5429 3.2539
H -2.1583 -3.4441 4.8757
H -1.3981 -4.4860 3.6754
H -1.1965 -0.1127 3.6684
H -2.1415 -1.0933 4.8089
H -2.6934 -0.9047 3.1341
H 1.4679 -3.4340 0.8029
C 0.7963 -4.8161 2.3354
C 2.0987 -2.7507 2.7479
H 0.0366 -5.3253 1.7432
H 0.5278 -4.7776 3.3932
H 1.7262 -5.3868 2.2631
H 2.9104 -2.4060 2.0905
H 2.5460 -3.5113 3.4348
H 1.7217 -1.9134 3.3686
H 2.2335 2.6103 -1.6628
C 2.8700 3.3395 0.2568
C 2.0052 4.7670 -1.5621
H 1.3213 4.8793 -2.4034
H 3.0237 4.9135 -1.9277
H 1.8308 5.5187 -0.7917
H 3.5164 2.4610 0.0934
H 2.3901 3.2772 1.2522
H 3.5370 4.2330 0.2545
C -1.1833 3.6777 1.8756
C -0.7728 5.4543 0.1701
H 0.7597 4.3662 1.2304
H -1.7278 5.2871 -0.3219
H -0.0762 5.9211 -0.5470
H -0.9241 6.1788 0.9757
H -2.1370 3.3327 1.4290
H -1.4047 4.5124 2.5371
H -0.7910 2.8472 2.4788
C 3.8565 -0.2877 0.4560
H 4.1469 -0.5659 -0.5712
H 3.3374 0.7323 0.5808
H 3.0483 -0.9565 0.9591
F -3.4077 -0.7184 0.1843
C -2.6183 0.4332 0.1949
F -3.2029 1.3689 -0.6444
F -2.7999 0.9616 1.4793

=====

80
Properties=species:S:1:pos:R:3 method="wB97M-V/def2-TZVPD" e_homo_ev="-13.6 / -13.6" spin_multiplicity=4 homo_lumo_gap_ev="7.061 / 5.150" fmax_ev_per_a=2.34 charge=+2 e_lumo_ev="-6.533 / -8.469"
C -1.8585 -2.5765 -4.2255
C -0.6282 -1.9827 -3.9483
C -0.4672 -1.1252 -2.8382
C -1.5233 -0.9740 -1.9281
C -2.7853 -1.4764 -2.2877
C -2.9460 -2.3329 -3.3835
C 0.8568 -0.4416 -2.6692
C 1.3195 0.3825 -3.9096
N 0.6713 1.6495 -4.1155
Mn -1.3821 -0.2572 0.0257
C -3.9956 -1.0395 -1.5031
P -3.4577 0.4537 -0.5468
H 0.2305 -2.1710 -4.5994
H -3.9262 -2.7675 -3.5781
H -1.9752 -3.2200 -5.0970
H -4.3362 -1.8014 -0.7832
H -4.8453 -0.7693 -2.1485
H 0.8468 0.1929 -1.7731
H 1.6414 -1.1987 -2.5135
H 2.3921 0.6109 -3.7691
C -4.8500 0.8837 0.5208
C -3.4264 1.7384 -1.8418
H 1.1980 -0.2125 -4.8235
C -0.4823 1.7563 -4.9598
C 1.0077 2.7631 -3.2695
H -1.7986 0.7032 1.4039
H -0.1933 2.1268 -5.9613
H -0.9784 0.7811 -5.0813
H -1.1889 2.4931 -4.5407
H 1.7094 3.4482 -3.7823
H 0.1028 3.3421 -3.0199
H 1.4928 2.4188 -2.3428
H -4.4398 1.9649 -2.1912
H -2.9776 2.6448 -1.4193
H -2.8132 1.4139 -2.6913
H -5.8069 0.7121 0.0097
H -4.8115 0.2761 1.4336
H -4.7759 1.9446 0.7940
H -1.7016 1.2538 0.8445
C 2.7884 -1.7901 0.2179
C 2.8675 -0.6859 1.2880
C 3.7498 -1.1569 2.4559
C 3.4987 0.5448 0.6167
P 1.1437 -0.2555 1.8754
N 0.2874 -0.1952 0.4955
C 0.3805 -1.5997 2.9338
C 0.8999 -1.5038 4.3788
C -1.1534 -1.4758 2.9011
C 0.7414 -2.9810 2.3619
C 1.0616 1.4378 2.6735
C 2.2292 1.6229 3.6641
C 1.1359 2.5218 1.5808
C -0.2454 1.6490 3.4474
H 3.7593 -1.8452 -0.2988
H 2.0202 -1.5602 -0.5271
H 2.5823 -2.7809 0.6378
H 4.7702 -1.3003 2.0665
H 3.8088 -0.4196 3.2652
H 3.4209 -2.1186 2.8703
H 2.8595 0.9313 -0.1894
H 3.7318 1.3514 1.3217
H 4.4521 0.2326 0.1620
H 0.5728 -0.5942 4.8944
H 0.4985 -2.3625 4.9398
H 1.9957 -1.5640 4.4284
H -1.5264 -1.4309 1.8507
H -1.5783 -2.3803 3.3631
H -1.5261 -0.6062 3.4513
H 0.4854 -3.0675 1.2982
H 1.7961 -3.2418 2.5072
H 0.1515 -3.7384 2.9000
H 3.2103 1.6229 3.1767
H 2.1006 2.6053 4.1436
H 2.2194 0.8654 4.4579
H 0.4666 2.2950 0.7435
H 0.8143 3.4778 2.0183
H 2.1465 2.6606 1.1842
H -1.1245 1.6510 2.7949
H -0.3956 0.9257 4.2553
H -0.1949 2.6513 3.9040

=====

85
Properties=species:S:1:pos:R:3 method="wB97M-V/def2-TZVPD" e_homo_ev=-4.3 homo_lumo_gap_ev=7.001 fmax_ev_per_a=8.42 charge=-1 e_lumo_ev=2.673 de_lowest_kcal_mol=229.3
C 2.4386 1.9424 2.7794
C 0.9439 2.0346 3.1601
C 0.0147 2.5661 2.0495
C -1.1911 1.6739 1.7115
C -2.4722 2.4453 1.3753
C -3.5848 1.5116 0.8903
C -3.5366 1.3812 -0.6257
C -4.3915 0.2690 -1.2410
C -4.0919 -1.1085 -0.6307
C -4.3122 -2.3314 -1.5436
C -3.1088 -3.2713 -1.3920
C -1.8821 -2.7562 -2.1509
C -0.5745 -3.3420 -1.6030
C -0.0061 -2.4500 -0.4845
C 1.3466 -1.7549 -0.7027
C 1.2654 -0.2975 -0.1987
C 0.8496 -0.2841 1.2963
N 1.5838 -1.1351 2.2401
C 0.8463 -2.1634 2.9508
O 0.1995 0.2961 -0.9001
B 0.7479 0.7939 -2.1634
Cl 0.1659 2.6542 -2.3876
P 0.1834 0.0949 -3.9258
C -1.6425 0.1911 -3.7110
O 0.4002 -1.5767 -3.7089
O 2.1639 0.6043 -2.0834
C 2.5531 0.5428 -0.7171
C 2.7716 2.0280 -0.2645
C 1.7057 2.7939 0.5465
C 3.9180 -0.2107 -0.7138
Cl 4.7461 -0.0135 -2.2845
C 4.9967 0.0300 0.3971
C 4.5289 0.3329 1.8294
Cl 6.2368 1.2731 -0.0256
H 2.8025 0.9117 2.8122
H 3.0702 2.5197 3.4619
H 2.6213 2.3139 1.7618
H 0.5925 1.0397 3.4540
H 0.8394 2.6648 4.0499
H -0.3597 3.5614 2.3169
H 0.6127 2.6985 1.1403
H -1.4046 1.0152 2.5672
H -0.9393 1.0265 0.8616
H -2.7940 3.0154 2.2561
H -2.2411 3.1587 0.5705
H -4.5743 1.8773 1.2018
H -3.4373 0.5265 1.3539
H -3.8250 2.3465 -1.0646
H -2.4954 1.2039 -0.9108
H -5.4610 0.5000 -1.1374
H -4.1679 0.2432 -2.3148
H -3.0497 -1.1174 -0.2798
H -4.7124 -1.2269 0.2663
H -5.2399 -2.8541 -1.2799
H -4.4196 -2.0120 -2.5889
H -3.3513 -4.2932 -1.7135
H -2.8535 -3.3123 -0.3230
H -2.0045 -2.9455 -3.2259
H -1.8329 -1.6624 -2.0436
H -0.7956 -4.3314 -1.1761
H 0.1501 -3.4918 -2.4107
H 0.0850 -3.0649 0.4126
H -0.7596 -1.6875 -0.2523
H 1.6176 -1.7295 -1.7655
H 2.1189 -2.3488 -0.2006
H 0.8403 0.7381 1.6618
H -0.1996 -0.6082 1.3032
H 2.4091 -1.5228 1.8167
H 1.3963 -2.4691 3.8492
H -0.1074 -1.7447 3.2911
H 0.6322 -3.0698 2.3699
H -1.9815 0.0711 -2.6823
H -1.9551 1.1729 -4.0851
H -2.1104 -0.5717 -4.3472
H -0.0983 -2.0348 -4.3844
H 3.7160 2.1166 0.2730
H 2.9288 2.5544 -1.2117
H 0.7006 2.4188 0.3715
H 1.7118 3.8459 0.2443
H 1.9112 2.7602 1.6273
H 3.7261 -1.2817 -0.7178
H 5.5829 -0.8922 0.4311
H 3.5504 0.7993 1.8838
H 4.4941 -0.5830 2.4227
H 5.2487 0.9914 2.3150

=====

100
Properties=species:S:1:pos:R:3 method="wB97M-V/def2-TZVPD" e_homo_ev=-7.5 homo_lumo_gap_ev=7.768 fmax_ev_per_a=2.02 charge=0 e_lumo_ev=0.271 smiles="CCC[Si@](CCF)(CC(=O)OC(C)=O)P(N)O.BrCCBr.BrCCBr.BrCCBr.BrCCBr.BrCCBr.BrCCBr.BrCCBr.BrCCBr"
C -1.9002 -2.0526 2.7929
C -0.4847 -1.4442 2.8333
C -0.4608 0.0966 2.7412
Si -0.3492 0.8300 0.9954
C -1.7618 2.0326 0.5937
C -3.0681 1.7880 1.3447
F -3.3670 2.9082 2.1108
C -0.0812 -0.4461 -0.3847
C -1.2601 -1.3007 -0.6783
O -2.3591 -1.1791 -0.2087
O -1.0629 -2.2824 -1.6834
C -0.8736 -3.5792 -1.2657
C 0.1103 -3.9129 -0.1806
O -1.4850 -4.4625 -1.8304
P 1.4854 2.1514 0.9093
N 1.6947 2.7844 2.5187
O 2.7843 1.1290 0.6425
H -1.9344 -2.8078 2.0143
H -2.6380 -1.3186 2.4935
H -2.1762 -2.4952 3.7388
H -0.0914 -1.6954 3.8155
H 0.1801 -1.9293 2.1257
H -1.2981 0.4756 3.3157
H 0.4238 0.4334 3.2793
H -1.4010 3.0146 0.8917
H -1.8852 2.0548 -0.4903
H -3.0543 0.9060 1.9711
H -3.8706 1.6804 0.6230
H 0.8238 -1.0174 -0.2036
H 0.1152 0.1191 -1.2979
H 0.6808 -3.0724 0.1916
H 0.8181 -4.6051 -0.6153
H -0.4074 -4.3728 0.6494
H 2.6905 2.7598 2.7211
H 1.4577 3.7682 2.4851
H 2.5952 0.3107 1.1092
Br -3.8200 0.6818 -5.3830
C -2.8758 -1.0180 -5.5047
C -2.0828 -1.3215 -4.2639
Br -0.4314 -0.2886 -4.1766
H -2.2584 -0.9691 -6.3951
H -3.6543 -1.7643 -5.6453
H -1.7605 -2.3587 -4.2718
H -2.6281 -1.1204 -3.3481
Br -1.2240 2.9540 4.6635
C 0.2732 2.9717 5.8985
C 0.5478 4.3427 6.4615
Br 1.4570 5.4762 5.1673
H 1.1235 2.5627 5.3574
H -0.0136 2.2906 6.6973
H 1.2302 4.2702 7.3056
H -0.3507 4.8679 6.7682
Br 4.7254 2.6188 4.4766
C 5.1308 2.8283 6.3673
C 5.5705 4.2315 6.6867
Br 7.3992 4.5596 6.1117
H 5.8800 2.0832 6.6115
H 4.2048 2.5938 6.8882
H 5.5729 4.3924 7.7623
H 4.9495 4.9821 6.2087
Br 4.9880 -1.2035 0.9662
C 5.5896 -1.7253 -0.8059
C 4.5684 -1.3910 -1.8603
Br 3.0799 -2.6429 -1.8096
H 5.8088 -2.7865 -0.7591
H 6.5104 -1.1722 -0.9758
H 5.0024 -1.4905 -2.8527
H 4.1460 -0.3974 -1.7469
Br -0.1288 -4.1862 -5.2107
C -1.6802 -5.3319 -4.9523
C -2.0920 -6.0010 -6.2336
Br -3.0182 -4.7620 -7.4175
H -2.4641 -4.7117 -4.5294
H -1.3716 -6.0691 -4.2150
H -2.8045 -6.7984 -6.0353
H -1.2493 -6.3957 -6.7898
Br -0.8522 3.2099 -2.2887
C -2.1372 3.5249 -3.7141
C -2.3455 4.9949 -3.9537
Br -3.4580 5.7959 -2.5714
H -3.0488 3.0097 -3.4337
H -1.7135 3.0485 -4.5951
H -2.8830 5.1548 -4.8856
H -1.4157 5.5532 -3.9708
Br 3.5420 -5.2870 -4.8603
C 4.1082 -5.9219 -6.6093
C 3.0725 -5.6356 -7.6636
Br 1.5760 -6.8732 -7.5487
H 4.3232 -6.9802 -6.5092
H 5.0292 -5.3851 -6.8248
H 3.4883 -5.7833 -8.6575
H 2.6608 -4.6342 -7.5886
Br -4.8080 2.0945 5.4982
C -5.5951 3.7549 4.8681
C -4.6165 4.8949 4.9560
Br -4.3975 5.5226 6.7861
H -6.4934 3.9204 5.4530
H -5.8652 3.5715 3.8305
H -4.9821 5.7542 4.3987
H -3.6282 4.6249 4.5995